Below is C27H19BCoF7N4S2 as an isolated structure, with properties calculated with ωB97M-V/def2-TZVPD.

Computed properties:
Strongest force on any atom   0.5 eV Å⁻¹
Multiplicity   2
LUMO level (alpha / beta)   1.57 / 1.58 eV
Frontier orbital gap (alpha / beta)   0.172 / 0.175 Ha
Total energy   -4162.79796 hartree
Net charge   -1

The geometry in XYZ format:
```
61
C27H19BCoF7N4S2 | OMol25 | ωB97M-V/def2-TZVPD
Co 0.33 0.59 -0.18
C 0.95 -2.69 2.51
C 0.49 -2.16 3.69
C 0.04 -0.84 3.71
C 0.07 -0.12 2.54
N 0.50 -0.66 1.38
C 0.93 -1.91 1.36
C -0.35 1.29 2.42
C -0.85 2.10 3.43
C -1.22 3.39 3.12
C -1.09 3.86 1.82
C -0.59 3.00 0.86
N -0.23 1.77 1.19
C -0.39 3.28 -0.57
C -0.68 4.50 -1.17
C -0.40 4.67 -2.52
C 0.15 3.61 -3.23
C 0.40 2.43 -2.56
N 0.13 2.26 -1.27
H 1.31 -3.71 2.45
H 0.47 -2.75 4.60
H -0.33 -0.40 4.62
H 1.24 -2.30 0.41
H -0.96 1.72 4.44
H -1.61 4.04 3.89
H -1.39 4.87 1.56
H -1.11 5.30 -0.59
H -0.62 5.61 -3.01
H 0.39 3.70 -4.28
H 0.83 1.57 -3.07
S -1.13 -2.99 -0.95
C -2.30 -2.45 0.24
C -2.86 -3.42 1.10
C -3.87 -3.13 2.00
C -4.36 -1.83 2.09
C -3.80 -0.85 1.29
C -2.76 -1.12 0.38
S -2.11 0.28 -0.48
H -2.48 -4.43 1.01
H -4.27 -3.92 2.63
H -5.17 -1.59 2.77
H -4.15 0.17 1.36
F 3.73 -0.39 1.09
B 3.55 1.00 1.23
F 3.20 1.32 2.54
F 4.68 1.69 0.80
F 2.44 1.37 0.38
F 3.32 -2.13 -5.63
C 2.49 -2.89 -4.87
F 3.20 -3.95 -4.47
F 1.52 -3.35 -5.69
C 1.94 -2.10 -3.72
C 0.61 -1.77 -3.64
C 0.17 -1.02 -2.55
N 1.02 -0.58 -1.62
C 2.32 -0.92 -1.69
C 2.82 -1.69 -2.72
H -0.10 -2.10 -4.38
H -0.86 -0.72 -2.42
H 2.95 -0.57 -0.88
H 3.87 -1.95 -2.73
```